83
Properties=species:S:1:pos:R:3 method="wB97M-V/def2-TZVPD" e_lumo_ev="-11.4813 / -10.8223" total_charge=+3 s_squared=3.88 e_above_lowest_kcal_mol=5.7 spin_multiplicity=4
Mn 1.2133 0.3828 1.2491
C 1.0594 -0.3022 4.4126
O 1.0513 0.6699 3.3009
C 1.3325 2.0208 3.7589
C 0.8844 2.9346 2.6735
O 1.3687 2.4345 1.3881
C 2.6620 2.9276 0.9108
C 3.7288 2.0098 1.3873
O 3.2790 0.6705 1.0630
C 4.3779 -0.3072 0.9970
H 0.4404 0.1117 5.2027
H 2.0694 -0.4665 4.7553
H 0.6308 -1.2254 4.0562
H 2.3867 2.1057 4.0011
H 0.7580 2.2260 4.6570
H 1.2355 3.9472 2.8384
H -0.1950 2.9534 2.5955
H 2.8262 3.9428 1.2513
H 2.5982 2.9306 -0.1698
H 3.9232 2.0796 2.4529
H 4.6527 2.2287 0.8587
H 5.1466 0.1038 0.3493
H 3.9854 -1.2247 0.5764
H 4.7635 -0.4969 1.9890
C -1.0371 0.7995 -5.2992
C 0.4467 0.7030 -4.9324
C 1.1940 1.9492 -5.4524
C 1.0505 -0.5671 -5.5692
C 0.6504 0.6292 -3.4364
C 1.9384 0.4768 -2.8954
C 2.1223 0.3937 -1.5451
N 1.0678 0.4684 -0.6985
C -0.1882 0.6135 -1.1824
C -0.4085 0.7012 -2.5250
C -1.2174 0.6436 -0.1465
C -2.5547 0.7509 -0.3511
C -3.4606 0.6984 0.7227
C -2.9127 0.5441 2.0025
C -1.5563 0.4523 2.1712
N -0.7246 0.5200 1.1111
C -4.9475 0.7741 0.4681
C -5.2551 2.0707 -0.3084
C -5.3376 -0.4508 -0.3925
C -5.7469 0.7551 1.7726
H -1.1280 0.8260 -6.3847
H -1.5007 1.7165 -4.9159
H -1.6078 -0.0690 -4.9483
H 1.0512 2.0175 -6.5331
H 2.2716 1.8965 -5.2632
H 0.8049 2.8680 -5.0007
H 0.8691 -0.5385 -6.6452
H 0.5863 -1.4751 -5.1713
H 2.1324 -0.6352 -5.4212
H 2.8127 0.4175 -3.5317
H 3.1011 0.2609 -1.1211
H -1.4231 0.8166 -2.8817
H -2.9214 0.8555 -1.3638
H -3.5395 0.4935 2.8823
H -1.1202 0.3248 3.1474
H -4.7594 2.1035 -1.2841
H -4.9633 2.9596 0.2602
H -6.3302 2.1237 -0.4868
H -4.8413 -0.4474 -1.3695
H -6.4149 -0.4242 -0.5678
H -5.0981 -1.3918 0.1147
H -5.5165 1.6157 2.4116
H -5.5904 -0.1675 2.3431
H -6.8083 0.8064 1.5324
O 3.0275 -1.6550 2.6281
C 2.1777 -2.1953 1.9730
N 1.1669 -1.4704 1.2277
C 0.2722 -2.3974 0.5468
O -0.6344 -2.0862 -0.1590
C 0.7708 -3.7379 0.9281
C 0.2715 -4.9662 0.5605
C 0.9529 -6.0880 1.0250
C 2.0912 -5.9703 1.8173
C 2.5867 -4.7247 2.1894
C 1.8987 -3.6187 1.7368
H -0.6125 -5.0552 -0.0636
H 0.5924 -7.0741 0.7611
H 2.6004 -6.8653 2.1502
H 3.4706 -4.6318 2.8081

80
Properties=species:S:1:pos:R:3 method="wB97M-V/def2-TZVPD" e_lumo_ev=0.2679 total_charge=0 spin_multiplicity=1
C 4.8575 -2.0176 2.2086
S 4.7129 -3.0082 0.6837
O 6.0317 -3.7329 0.5907
C 3.5495 -4.2896 1.2587
H 5.5497 -1.1977 2.0363
H 5.2459 -2.7278 2.9359
H 3.8927 -1.5890 2.4791
H 2.6083 -3.8152 1.5298
H 3.9925 -4.7857 2.1210
H 3.4895 -4.9592 0.4072
C -0.8877 -4.9271 -1.3662
S -0.3074 -3.2801 -0.9366
O 1.1890 -3.3338 -1.0834
C -0.9630 -2.3860 -2.4006
H -0.6808 -5.6269 -0.5591
H -0.4390 -5.3432 -2.2724
H -1.9592 -4.9529 -1.5829
H -1.9424 -2.7780 -2.6773
H -0.2618 -2.5427 -3.2236
H -1.0633 -1.3052 -2.3061
C 0.6481 3.8518 -3.0036
C 1.7892 4.6510 -2.8930
C 1.6601 6.0169 -2.6603
C 0.3804 6.5802 -2.5389
C -0.7298 5.8067 -2.7721
C -0.6089 4.4388 -3.0173
H 0.7005 2.7847 -3.1834
H 2.7438 4.1462 -2.8313
H 2.5389 6.6183 -2.4759
H 0.3371 7.6292 -2.2770
H -1.7413 6.1949 -2.7481
H -1.5249 3.9003 -3.2197
C -4.4408 2.3633 4.6852
C -4.4073 2.4749 6.0700
C -3.2268 2.2449 6.7722
C -2.0964 1.7987 6.1032
C -2.1102 1.8043 4.7177
C -3.2621 2.0883 4.0014
H -5.3387 2.3574 4.0782
H -5.2843 2.8066 6.6121
H -3.2372 2.3982 7.8442
H -1.1514 1.5503 6.5682
H -1.2858 1.3833 4.1508
H -3.2914 2.0895 2.9197
C -4.0096 -0.0271 0.7928
C -3.3570 -1.0528 0.1659
C -3.9471 -2.3228 0.0696
C -5.1775 -2.5518 0.6642
C -5.8454 -1.5137 1.3222
C -5.2743 -0.2504 1.3496
H -3.4790 0.9167 0.7812
H -2.4302 -0.9239 -0.3785
H -3.5749 -3.1766 -0.4855
H -5.6383 -3.5316 0.6523
H -6.8391 -1.6383 1.7299
H -5.7019 0.5899 1.8836
C 2.2919 -0.3207 -4.6527
C 2.7034 1.0036 -4.4548
C 3.5212 1.2626 -3.3641
C 4.0075 0.2775 -2.5402
C 3.6046 -1.0242 -2.7580
C 2.7364 -1.3367 -3.7904
H 1.5438 -0.5777 -5.3925
H 2.3888 1.7750 -5.1427
H 3.9128 2.2666 -3.2264
H 4.6954 0.4676 -1.7261
H 3.9714 -1.8327 -2.1372
H 2.4709 -2.3638 -4.0016
O -0.9394 0.1254 2.0385
C -0.0653 -0.0646 1.2432
O -0.1563 0.3587 -0.0247
C 1.0760 0.1354 -0.7320
C 2.0991 -0.3552 0.2916
C 1.2555 -0.7519 1.5034
H 1.3360 1.0159 -1.3159
H 0.9987 -0.6863 -1.4475
H 2.9087 0.3324 0.5274
H 2.4772 -1.2951 -0.1069
H 1.6385 -0.4758 2.4808
H 1.1221 -1.8335 1.4364

85
Properties=species:S:1:pos:R:3 method="wB97M-V/def2-TZVPD" e_lumo_ev="0.3868 / 0.3742" total_charge=0 s_squared=2.01 e_above_lowest_kcal_mol=0.0 spin_multiplicity=3
Ti -0.5267 -0.8816 -0.3129
C -1.5374 0.5873 3.2928
As -0.2687 -0.5534 2.2462
C 1.3621 -0.2207 3.2079
C -0.7354 -2.3595 2.8889
C -0.1662 -2.9326 4.0359
C -0.7001 -4.0791 4.6577
C -1.8264 -4.7082 4.0965
C -2.3096 -4.1945 2.9171
C -1.7933 -3.0546 2.3144
As -2.6518 -2.2708 0.7352
C -3.2151 -3.8093 -0.2949
C -4.3870 -1.7676 1.5549
H -1.8575 0.0905 4.1771
H -2.3864 0.8974 2.6687
H -1.0403 1.5102 3.5921
H 1.3151 -0.5782 4.2451
H 1.6219 0.8250 3.2294
H 2.1498 -0.7477 2.6123
H 0.6852 -2.4685 4.4846
H -0.2129 -4.4178 5.5941
H -2.2560 -5.5734 4.5910
H -3.2190 -4.6119 2.4813
H -2.3007 -4.2951 -0.6551
H -3.7995 -3.4369 -1.1272
H -3.8595 -4.4864 0.2483
H -4.7273 -2.5905 2.1664
H -5.1769 -1.6075 0.8059
H -4.3067 -0.8684 2.1443
N -1.3880 2.5282 -0.7933
P 0.0747 1.6768 -1.0146
C 1.0826 2.9099 -0.1478
C 1.1361 4.2614 -0.5474
C 1.7527 5.1979 0.2558
C 2.2931 4.8269 1.4952
C 2.3068 3.4921 1.8273
C 1.7017 2.5375 1.0070
C 0.4501 2.0238 -2.7628
C 1.6485 1.4867 -3.2653
C 2.0733 1.8902 -4.5479
C 1.3821 2.8465 -5.2505
C 0.1711 3.3384 -4.7343
C -0.2767 2.9474 -3.4927
C -2.6117 1.9631 -1.0595
C -3.7500 2.7316 -1.3645
C -4.8941 2.0602 -1.6656
C -4.9631 0.6616 -1.7490
C -3.8004 0.0258 -1.4664
N -2.6637 0.6233 -1.1055
H -1.3530 3.5285 -0.6356
H 0.7078 4.6199 -1.4607
H 1.8223 6.2436 -0.0480
H 2.8171 5.5404 2.1235
H 2.8545 3.1065 2.6693
H 1.7653 1.4745 1.2606
H 2.1772 0.7393 -2.6158
H 2.9939 1.4638 -5.0096
H 1.7267 3.2056 -6.2289
H -0.3519 4.1100 -5.2795
H -1.1891 3.3273 -3.0933
H -3.7138 3.8298 -1.3745
H -5.7846 2.6444 -1.8898
H -5.8610 0.1269 -1.9812
H -3.6899 -1.0605 -1.4655
C 4.8431 -1.8794 1.4846
Si 4.2291 -0.7190 0.1036
C 5.3330 -1.0790 -1.3562
C 4.7738 0.9786 0.6094
Se 2.2008 -1.2398 -0.4283
H 5.8564 -1.5935 1.7558
H 4.8609 -2.9285 1.1406
H 4.2557 -1.8591 2.4123
H 6.3807 -1.1363 -0.9641
H 5.2520 -0.3129 -2.1284
H 5.0803 -2.0744 -1.7621
H 5.8536 0.8647 0.7390
H 4.3937 1.2490 1.5996
H 4.5671 1.7760 -0.1201
C -1.0876 -3.3298 -3.4148
C -0.7708 -2.3640 -2.2300
O -0.7600 -1.1195 -2.3779
O -0.4760 -2.8595 -1.1126
H -1.6909 -2.8568 -4.1732
H -1.4920 -4.2798 -3.0564
H -0.1235 -3.5623 -3.9080